Entry a
Entry from the OMol25 dataset: a 2-piece molecular cluster, CH5N2O2 overall (ωB97M-V/def2-TZVPD).

Cartesian coordinates (Å):
C  0.987  0.471  -0.198
N  -1.131  -0.112  0.429
N  1.832  -0.370  0.194
O  -1.918  0.976  0.011
O  -1.324  -1.229  -0.178
H  1.160  1.341  -0.637
H  2.854  -0.128  0.012
H  1.485  -1.216  0.727
H  -2.347  1.410  0.747
H  -1.598  -1.144  -1.105

Properties
Kohn-Sham gap (alpha / beta)	0.3115 / 0.3475	Eh
lowest unoccupied orbital energy (alpha / beta)	-5.7 / -5.1	eV
total charge	+1
E_HOMO (alpha / beta)	-14.1 / -14.6	eV

Here are the Mulliken charges for atoms 1 to 8, given in e: atom 1 (C): -0.052, atom 2 (N): 0.027, atom 3 (N): -0.224, atom 4 (O): -0.360, atom 5 (O): -0.192, atom 6 (H): 0.409, atom 7 (H): 0.308, atom 8 (H): 0.317

***

Entry b
Entry from the OMol25 dataset: a 3-piece molecular cluster, CH5N2O2 overall (ωB97M-V/def2-TZVPD).

Cartesian coordinates (Å):
C  -0.493  -0.355  0.061
N  0.196  0.421  0.641
N  -1.242  -1.163  -0.430
O  1.520  2.438  1.544
O  -1.778  -2.928  -2.257
H  0.707  1.245  1.043
H  2.283  2.791  1.075
H  -1.494  -1.901  -1.168
H  -1.244  -3.303  -2.962
H  1.546  2.754  2.454

Properties
Kohn-Sham gap (alpha / beta)	0.1763 / 0.1874	Eh
lowest unoccupied orbital energy (alpha / beta)	-10.2 / -10.2	eV
total charge	+1
E_HOMO (alpha / beta)	-15.0 / -15.3	eV

Here are the Mulliken charges for atoms 1 to 8, given in e: atom 1 (C): 0.376, atom 2 (N): -0.032, atom 3 (N): -0.153, atom 4 (O): -0.660, atom 5 (O): -0.413, atom 6 (H): 0.446, atom 7 (H): 0.333, atom 8 (H): 0.403

***

Short version: entry b is the least stable of them.

***

Entry a
Entry from the OMol25 dataset: an isolated ion of composition C3H6N3S and charge +1 (ωB97M-V/def2-TZVPD).

Cartesian coordinates (Å):
C  -0.028  -0.490  1.032
C  0.621  0.358  -0.870
C  -1.820  0.268  -0.485
N  1.281  -0.544  0.999
N  -0.451  0.005  -0.145
N  1.733  -0.074  -0.178
S  3.374  -0.047  -0.514
H  -0.548  -0.651  1.981
H  0.413  0.931  -1.732
H  -2.379  -0.545  -0.215
H  -2.158  1.081  0.142
H  -2.024  0.515  -1.575
H  1.986  -0.807  1.561

Properties
Kohn-Sham gap (alpha / beta)	0.2825 / 0.2825	Eh
lowest unoccupied orbital energy (alpha / beta)	-4.6 / -4.6	eV
total charge	+1
structure (SMILES)	C[n+]1c[nH][n+]([S-])c1
E_HOMO (alpha / beta)	-12.3 / -12.3	eV

Here are the Mulliken charges for atoms 1 to 8, given in e: atom 1 (C): -0.058, atom 2 (C): -0.098, atom 3 (C): -0.791, atom 4 (N): 0.031, atom 5 (N): 0.023, atom 6 (N): 0.009, atom 7 (S): -0.130, atom 8 (H): 0.420

***

Entry b
Entry from the OMol25 dataset: a 2-piece molecular cluster, C3H6N3S overall (ωB97M-V/def2-TZVPD).

Cartesian coordinates (Å):
C  3.091  -2.227  0.227
C  1.029  -0.642  -0.035
C  -0.503  1.080  0.387
N  2.974  -3.164  -0.508
N  0.810  0.490  0.417
N  0.544  -1.633  -0.443
S  3.314  -1.081  1.211
H  -0.657  1.291  1.473
H  -0.794  1.966  -0.339
H  -1.157  0.248  0.155
H  1.340  1.051  0.993
H  1.117  -2.427  -0.781
H  3.963  -3.647  -0.500

Properties
Kohn-Sham gap	0.3324	Eh
lowest unoccupied orbital energy	-5.5	eV
total charge	+1
E_HOMO	-14.5	eV

Here are the Mulliken charges for atoms 1 to 8, given in e: atom 1 (C): 0.603, atom 2 (C): 0.648, atom 3 (C): -0.831, atom 4 (N): -0.483, atom 5 (N): -0.245, atom 6 (N): -0.289, atom 7 (S): -0.311, atom 8 (H): 0.360

***

Entry c
Entry from the OMol25 dataset: a 2-piece molecular cluster, C3H6N3S overall (ωB97M-V/def2-TZVPD).

Cartesian coordinates (Å):
C  2.367  1.178  -1.208
C  -1.406  -1.598  0.078
C  -0.742  0.384  1.097
N  2.522  2.277  -0.785
N  -2.049  -2.595  -0.030
N  -0.530  -0.674  0.103
S  1.904  -0.055  -1.968
H  0.215  0.928  1.132
H  -1.234  0.036  2.008
H  -1.510  0.998  0.624
H  -2.956  -2.959  -0.302
H  3.084  2.756  -0.164
H  0.335  -0.676  -0.587

Properties
Kohn-Sham gap	0.3504	Eh
lowest unoccupied orbital energy	-4.2	eV
total charge	+1
E_HOMO	-13.7	eV

Here are the Mulliken charges for atoms 1 to 8, given in e: atom 1 (C): 0.558, atom 2 (C): 0.437, atom 3 (C): -0.753, atom 4 (N): -0.266, atom 5 (N): -0.201, atom 6 (N): 0.212, atom 7 (S): -0.491, atom 8 (H): 0.206

***

Entry d
Entry from the OMol25 dataset: an isolated ion of composition C3H6N3S and charge +1 (ωB97M-V/def2-TZVPD).

Cartesian coordinates (Å):
C  -2.382  1.329  0.707
C  -1.301  1.616  1.408
C  0.216  -0.440  0.045
N  0.234  -0.094  -1.191
N  0.921  -1.448  0.683
N  1.162  -0.678  -2.020
S  -1.172  -0.153  1.050
H  -3.097  1.721  0.050
H  -0.839  2.383  2.007
H  1.472  -1.899  -0.043
H  1.298  -1.404  1.618
H  1.438  0.032  -2.712
H  2.050  -0.965  -1.603

Properties
Kohn-Sham gap (alpha / beta)	0.3037 / 0.3037	Eh
lowest unoccupied orbital energy (alpha / beta)	-4.9 / -4.9	eV
total charge	+1
E_HOMO (alpha / beta)	-13.2 / -13.2	eV

Here are the Mulliken charges for atoms 1 to 8, given in e: atom 1 (C): -0.155, atom 2 (C): -0.147, atom 3 (C): 0.613, atom 4 (N): -0.160, atom 5 (N): -0.444, atom 6 (N): -0.564, atom 7 (S): 0.081, atom 8 (H): 0.397

***

Short version: entry d is the least stable of them.